Computed, not measured: a molecular structure, C27H34N6Se2V, with ωB97M-V/def2-TZVPD.

CARTESIAN COORDINATES (ANGSTROEM)
V1 -0.363 0.027 0.242
Se1 -3.338 -0.293 -1.658
Se2 -2.470 -0.037 1.871
C1 -2.386 1.693 1.171
C2 -3.149 2.801 1.559
C3 -2.999 3.985 0.874
C4 -2.091 4.071 -0.187
C5 -1.354 2.952 -0.496
N1 -1.500 1.804 0.170
C6 -1.876 -1.231 -2.222
C7 -1.938 -2.155 -3.309
C8 -0.817 -2.715 -3.836
C9 0.435 -2.411 -3.272
C10 0.447 -1.594 -2.178
N2 -0.656 -1.032 -1.628
H1 -3.848 2.698 2.377
H2 -3.589 4.850 1.152
H3 -1.971 4.981 -0.756
H4 -0.641 2.936 -1.309
H5 -2.921 -2.361 -3.709
H6 -0.885 -3.394 -4.678
H7 1.356 -2.807 -3.674
H8 1.369 -1.359 -1.673
C11 0.260 -0.726 3.991
C12 0.958 -0.515 5.359
N3 1.758 0.711 5.338
C13 2.822 0.545 4.351
C14 2.223 0.145 2.977
N4 0.760 0.248 3.007
C15 0.400 1.600 3.468
C16 0.891 1.816 4.921
H9 -0.818 -0.597 4.063
H10 0.449 -1.730 3.603
H11 1.621 -1.347 5.605
H12 0.223 -0.433 6.162
H13 3.518 -0.213 4.715
H14 3.370 1.487 4.280
H15 2.486 -0.882 2.710
H16 2.594 0.795 2.190
H17 -0.681 1.708 3.384
H18 0.864 2.314 2.784
H19 0.051 1.856 5.617
H20 1.443 2.753 5.018
N5 0.423 -1.872 0.840
C17 0.855 -2.901 1.087
C18 1.395 -4.180 1.423
C19 0.788 -4.932 2.428
C20 1.319 -6.167 2.755
C21 2.439 -6.642 2.085
C22 3.036 -5.888 1.083
C23 2.518 -4.651 0.745
H21 -0.088 -4.549 2.934
H22 0.857 -6.762 3.531
H23 2.848 -7.609 2.344
H24 3.906 -6.267 0.564
H25 2.966 -4.051 -0.036
C24 2.021 1.960 -2.087
C25 2.193 1.499 -0.633
C26 2.384 2.727 0.260
C27 3.414 0.572 -0.546
N6 1.006 0.770 -0.243
H26 2.964 2.367 -2.459
H27 1.266 2.742 -2.161
H28 1.721 1.132 -2.729
H29 3.220 3.325 -0.109
H30 2.596 2.447 1.291
H31 1.485 3.345 0.250
H32 4.319 1.130 -0.794
H33 3.326 -0.255 -1.249
H34 3.525 0.158 0.454

Calculated values
Multiplicity: 2
Expectation value of S²: 0.827
Relative energy (zero: lowest compared OMol25 entry of this formula, charge and spin), kcal/mol: 30.56
Frontier orbital gap (alpha / beta), Eh: 0.20677 / 0.20447
Energy, Eh: -7124.653836
Highest occupied orbital energy (alpha / beta), eV: -6.04 / -6.05

Mulliken atomic charge list, values in e, 4 entries: atom 1 (V): -0.26, atom 2 (Se): -0.28, atom 3 (Se): -0.16, atom 4 (C): 0.10